[1]
{"formula": "C2H4I2N2", "method": "ωB97M-V/def2-TZVPD", "species": ["C", "C", "N", "N", "I", "I", "H", "H", "H", "H"], "coordinates": [[-1.00, 1.00, 0.73], [1.81, -0.78, -1.21], [-0.92, 0.12, 1.80], [-0.50, -0.96, 1.88], [0.86, 0.36, -2.81], [0.43, -1.91, 0.01], [-1.33, 0.51, -0.16], [-0.03, 1.46, 0.58], [-1.66, 1.83, 0.91], [2.35, -1.62, -1.71]], "lowdin_charge": [-0.12, -1.16, -0.13, -0.15, 0.45, 1.02, 0.05, 0.11, 0.09, -0.14], "relative_energy_kcal_mol": 73.1}

=====

[2]
{"formula": "CH3Cl3N2", "method": "ωB97M-V/def2-TZVPD", "species": ["C", "N", "N", "Cl", "Cl", "Cl", "H", "H", "H"], "coordinates": [[0.15, 1.07, 0.49], [-0.62, -0.01, 0.01], [0.06, -1.23, 0.30], [-1.03, 0.23, -1.73], [1.60, -1.44, -0.73], [-0.91, -2.55, -0.04], [-0.11, 1.13, 1.59], [1.14, 0.83, 0.14], [-0.27, 1.97, -0.02]], "lowdin_charge": [-0.20, -0.66, -0.91, 0.53, 0.43, 0.59, 0.12, 0.02, 0.08], "relative_energy_kcal_mol": 43.3, "smiles": "CN(Cl)N(Cl)Cl"}

=====

Question: Which formula does entry 2 have?
Answer: CH3Cl3N2

=====

Question: Which formula does entry 2 have?
Answer: CH3Cl3N2